C26H20CaN7OS5Sb | ωB97M-V/def2-TZVPD

```
61
C26H20CaN7OS5Sb | the Open Molecules 2025 dataset | ωB97M-V/def2-TZVPD
C -2.01 -0.08 2.74
H 1.27 2.38 -7.37
H -0.55 -1.25 -2.85
C 1.13 2.83 -6.39
H 3.16 0.17 0.54
H -1.12 0.32 3.20
C -5.28 -1.82 0.85
H -3.39 4.17 2.20
C 2.88 1.07 1.08
C -2.50 -2.14 -3.14
O 0.24 3.92 -6.58
H -3.28 2.39 0.33
N 1.59 1.38 1.02
Sb 1.27 -3.18 0.47
C -3.20 -0.15 3.46
C -2.51 3.65 1.86
H -5.26 -0.80 3.36
N -1.88 -0.50 1.50
H 4.08 3.57 2.99
S 2.77 -2.45 2.34
C -0.01 4.59 -5.36
H 1.67 4.17 2.89
N -6.20 -2.86 -0.99
S 1.95 -1.84 -1.25
C -0.63 3.64 -4.32
C -2.41 2.70 0.89
C -3.71 -2.41 -2.52
C 1.16 2.48 1.67
C -4.20 -1.19 1.54
H -0.76 4.15 -3.36
C -5.12 -2.27 -0.49
C -2.95 -1.03 0.86
C 0.38 1.89 -3.01
N 0.26 2.51 -4.16
C 3.38 2.95 2.44
C -4.31 -0.72 2.85
C -1.11 2.18 0.69
H 4.85 1.51 1.80
H -3.25 0.25 4.46
C -2.81 -1.41 -0.50
H 1.27 1.01 -5.21
C -3.89 -2.05 -1.19
N 0.55 1.39 -2.00
H 2.10 3.20 -6.01
C -0.24 2.77 1.56
N -1.64 -1.15 -1.13
N -6.48 -2.08 1.35
S -7.36 -2.84 0.18
Ca -0.17 0.16 0.12
C 3.82 1.81 1.77
H -4.51 -2.91 -3.04
C 0.55 1.81 -5.40
H -1.61 3.31 -4.68
H -0.69 5.40 -5.60
H 0.93 5.00 -4.96
C -1.50 -1.49 -2.39
H -0.37 1.38 -5.82
S 0.88 -1.60 2.36
H -2.32 -2.41 -4.17
S -1.00 3.99 2.61
C 2.05 3.29 2.39
```

LUMO level (spin up / spin down) = 2.135 / 2.136 eV
DFT total energy = -4370.31113 Ha
HOMO (spin up / spin down) = -2.2 / -4.9 eV
<S²> = 0.80
Net charge = -1
2S+1 = 2